{
  "formula": "C3H4O2",
  "method": "the ωB97M-V functional and the def2-TZVPD basis",
  "species": ["C", "C", "C", "O", "O", "H", "H", "H", "H"],
  "positions_angstrom": [[1.7306, 0.5240, -0.7027], [1.1758, -0.1056, 0.1157], [-0.3897, -0.5925, 0.9184], [-1.6453, 0.5809, -0.5704], [-1.3857, -0.6746, -0.0545], [2.5544, 0.8165, -1.2993], [-0.6227, 0.3662, 1.6038], [-0.3088, -1.5411, 1.3790], [-1.1088, 0.6263, -1.3900]],
  "lumo_ev": 0.7,
  "homo_energy_ev": -10.6028,
  "energy_ha": -266.9543,
  "relative_energy_kcal_mol": 149.6
}

{
  "formula": "C9H10NO2",
  "method": "the ωB97M-V functional and the def2-TZVPD basis",
  "species": ["C", "C", "C", "C", "C", "C", "C", "C", "C", "N", "O", "O", "H", "H", "H", "H", "H", "H", "H", "H", "H", "H"],
  "positions_angstrom": [[3.0254, 0.0346, -0.0603], [2.3768, -1.2845, 0.0308], [2.3178, 1.1728, -0.1924], [1.0344, -1.3570, 0.0356], [0.9267, 1.1208, 0.0648], [0.2448, -0.1441, -0.0011], [0.1949, 2.2988, 0.2674], [-1.1666, 2.4277, 0.0472], [-2.0824, 1.4012, -0.2039], [-2.4987, -2.2041, 0.0562], [-1.0440, -0.1346, 0.1024], [-3.1770, 1.0094, -0.2116], [4.0963, 0.1120, -0.3297], [2.9259, -2.2438, 0.0412], [2.8440, 2.1220, -0.2107], [0.6090, -2.3710, 0.0164], [0.7272, 3.2514, 0.3705], [-1.4533, 3.3981, 0.2506], [-2.4653, -2.5943, -0.9232], [-2.1603, -2.9952, 0.6607], [-1.7760, -1.1637, 0.0855], [-3.4996, -1.8565, 0.1036]],
  "lumo_ev": [-4.5, -4.5],
  "homo_energy_ev": [-12.1604, -12.1601],
  "total_charge": 1,
  "energy_ha": -553.8931,
  "relative_energy_kcal_mol": 8.6
}

{
  "formula": "C13H13B2Br4NO19",
  "method": "the ωB97M-V functional and the def2-TZVPD basis",
  "species": ["N", "H", "H", "H", "H", "O", "C", "O", "B", "O", "C", "O", "O", "C", "O", "C", "O", "O", "O", "C", "O", "B", "O", "C", "O", "O", "C", "O", "C", "O", "O", "O", "C", "O", "O", "H", "Br", "C", "C", "Br", "H", "H", "H", "H", "Br", "C", "C", "Br", "H", "H", "H", "H"],
  "positions_angstrom": [[-4.7342, 22.3131, -0.3658], [-4.5781, 22.8327, 0.4861], [-4.9091, 22.9381, -1.1397], [-5.5012, 21.6730, -0.2172], [-3.8626, 21.8029, -0.3764], [-8.4498, 28.5752, 3.4115], [-8.1883, 27.5306, 2.8153], [-7.5193, 26.5123, 3.3071], [-7.4917, 25.3835, 2.3276], [-8.2080, 25.9131, 1.1253], [-8.7174, 27.1121, 1.4074], [-9.5059, 27.7912, 0.6669], [-6.1466, 24.8392, 1.9425], [-5.9279, 23.6099, 2.4846], [-4.9229, 22.8753, 2.2888], [-7.2968, 23.2048, 3.2037], [-8.1509, 24.1856, 2.9493], [-7.4722, 22.1739, 3.8253], [-5.9961, 23.6608, -4.8315], [-6.4309, 24.4653, -3.9502], [-7.5302, 25.2000, -4.0469], [-7.7872, 25.9597, -2.7905], [-6.5464, 25.8711, -2.0482], [-5.8113, 24.8475, -2.5915], [-4.7251, 24.4233, -2.1040], [-8.9187, 25.3749, -2.0643], [-9.9304, 26.1870, -2.1149], [-11.0973, 25.9596, -1.6980], [-9.4448, 27.4936, -2.7167], [-8.2201, 27.3946, -2.9869], [-10.0997, 28.4983, -2.8864], [-6.5598, 20.4575, -0.0652], [-7.7895, 20.8829, 0.1157], [-8.6843, 20.0643, 0.4160], [-8.0508, 22.0952, -0.0196], [-6.8847, 19.5927, 0.1958], [-3.5719, 21.2717, -3.1497], [-3.2210, 20.5378, -4.9362], [-3.4125, 21.6280, -6.0377], [-2.4606, 21.1711, -7.7253], [-3.7716, 19.6071, -5.0731], [-2.1951, 20.1739, -4.8802], [-2.9268, 22.5476, -5.7113], [-4.4657, 21.8670, -6.1850], [-2.3267, 19.7136, 4.7887], [-1.6518, 19.9316, 2.9265], [-2.7391, 20.5762, 2.0051], [-2.1526, 20.2933, 0.0701], [-1.4674, 18.9071, 2.6033], [-0.6915, 20.4472, 2.9176], [-2.7533, 21.6217, 2.3128], [-3.7636, 20.2064, 2.0477]],
  "lumo_ev": 3.1,
  "homo_energy_ev": -3.1383,
  "total_charge": -2,
  "energy_ha": -12333.8199,
  "relative_energy_kcal_mol": 72.0
}

{
  "formula": "C2H2N9O2P",
  "method": "the ωB97M-V functional and the def2-TZVPD basis",
  "species": ["C", "C", "N", "N", "N", "N", "N", "N", "N", "N", "N", "O", "O", "P", "H", "H"],
  "positions_angstrom": [[-0.8952, -0.0484, 2.5310], [1.7778, 0.0602, -1.7035], [-1.5857, 1.1004, 2.7353], [1.8475, 0.4855, -3.7974], [-1.3244, -1.0789, 3.2891], [1.0246, 0.4538, -2.7651], [3.0324, -0.1676, -2.1281], [-2.4352, 0.7093, 3.6699], [3.0061, 0.0821, -3.4137], [-2.3022, -0.5052, 3.9633], [-1.1133, -0.4999, -0.8503], [0.2312, -0.1506, 1.5759], [1.3904, -0.1153, -0.4335], [-0.0098, 0.5358, 0.0981], [-0.6678, -0.8019, -1.6384], [-1.9763, -0.0594, -1.1324]],
  "lumo_ev": [6.9, 4.0],
  "homo_energy_ev": [2.0884, -2.3295],
  "total_charge": -2,
  "energy_ha": -1061.9144,
  "s2": 2.004,
  "multiplicity": 3
}

{
  "formula": "C23H52CeO3P4Se",
  "method": "the ωB97M-V functional and the def2-TZVPD basis",
  "species": ["Ce", "P", "P", "P", "H", "C", "C", "H", "C", "C", "C", "C", "C", "C", "C", "C", "C", "H", "H", "H", "H", "H", "H", "H", "H", "H", "H", "H", "H", "H", "H", "H", "H", "H", "H", "H", "H", "H", "H", "H", "H", "H", "H", "H", "H", "H", "C", "C", "C", "C", "C", "C", "Se", "H", "H", "H", "H", "H", "H", "C", "C", "O", "P", "O", "C", "C", "O", "C", "C", "H", "H", "H", "H", "H", "H", "H", "H", "H", "H", "H", "H", "H", "H", "H"],
  "positions_angstrom": [[-0.6078, 0.1490, -0.1525], [-1.5058, -2.5367, 0.4322], [1.8633, -0.6596, 1.6594], [1.8355, -2.1536, -1.7824], [-3.0923, 3.0767, -5.7529], [-3.1343, 2.0148, -5.9792], [-3.1556, 1.0843, -5.0265], [-3.1148, 1.3189, -3.9654], [-3.0703, -2.8100, 1.3242], [-0.4193, -3.7275, 1.2853], [-1.8049, -3.3075, -1.1893], [3.2531, 0.4988, 1.2516], [1.9392, -0.4372, 3.4599], [2.8499, -2.2262, 1.5856], [1.5361, -2.2756, -3.6081], [2.1020, -3.9705, -1.4932], [3.6530, -1.7490, -1.9140], [-3.2302, 1.7000, -7.0205], [-3.2670, 0.0536, -5.3770], [-3.8968, -2.4635, 0.7076], [-3.0771, -2.2386, 2.2529], [-3.1878, -3.8696, 1.5385], [0.0203, -3.2530, 2.1668], [0.3975, -4.0594, 0.6383], [-1.0083, -4.5922, 1.6113], [-2.2971, -2.5927, -1.8568], [-2.4619, -4.1707, -1.0489], [-0.8744, -3.6172, -1.6711], [4.0757, 0.3448, 1.9732], [2.8726, 1.5304, 1.3360], [3.6142, 0.3439, 0.2203], [2.9845, -0.4856, 3.7738], [1.3732, -1.2238, 3.9666], [1.5167, 0.5322, 3.7449], [3.5665, -2.2230, 2.4301], [3.4034, -2.3245, 0.6404], [2.1808, -3.0960, 1.6929], [2.4033, -2.7248, -4.1012], [1.3656, -1.2586, -3.9709], [0.6556, -2.8967, -3.7899], [2.6714, -4.4042, -2.3346], [1.1427, -4.4991, -1.4132], [2.6676, -4.1412, -0.5645], [4.1358, -2.4549, -2.6098], [4.1481, -1.7505, -0.9337], [3.8259, -0.7467, -2.3377], [1.3421, 2.3964, -3.1312], [-0.0017, 2.7588, -3.3117], [-0.3881, 3.3895, -4.4892], [0.5270, 3.5866, -5.5145], [1.8583, 3.2016, -5.3409], [2.2902, 2.6493, -4.1320], [1.9898, 1.3453, -1.6389], [3.0570, 0.6943, -2.4881], [-0.7223, 2.4996, -2.5354], [-1.4174, 3.6940, -4.6478], [0.2375, 3.9892, -6.4769], [2.5968, 3.3185, -6.1290], [3.3236, 2.3104, -3.9957], [-2.3370, -1.8000, 5.7981], [-2.4750, -0.7187, 4.7452], [-1.3021, -0.7326, 3.8674], [-1.2148, 0.2826, 2.5545], [-1.7381, 1.7452, 3.0556], [-1.0010, 2.7516, 3.8485], [-1.1107, 2.5039, 5.3354], [-1.0938, 2.1322, 0.0537], [-0.7345, 3.4861, 0.3234], [-1.9279, 4.4101, 0.4331], [-2.5048, -2.7866, 5.3531], [-3.1227, -1.6370, 6.5473], [-1.3789, -1.7845, 6.3317], [-3.3734, -0.8977, 4.1221], [-2.5646, 0.2640, 5.2483], [-1.5046, 3.6750, 3.5503], [0.0502, 2.7796, 3.5357], [-0.4583, 1.6790, 5.6821], [-0.7484, 3.4118, 5.8368], [-2.1561, 2.3194, 5.6129], [-0.1724, 3.5255, 1.2666], [-0.0762, 3.8389, -0.4725], [-2.5039, 4.2148, 1.3527], [-1.5165, 5.4266, 0.4991], [-2.5749, 4.3697, -0.4482]],
  "lumo_ev": [-15.4, -15.4],
  "homo_energy_ev": [-17.9456, -17.9453],
  "total_charge": 4,
  "energy_ha": -5373.6140,
  "relative_energy_kcal_mol": 0.0
}

{
  "formula": "C14H13CeN3O4",
  "method": "the ωB97M-V functional and the def2-TZVPD basis",
  "species": ["Ce", "O", "C", "O", "C", "C", "C", "C", "C", "C", "C", "C", "C", "N", "H", "H", "H", "H", "H", "H", "C", "C", "N", "O", "C", "C", "N", "O", "H", "H", "H", "H", "H", "H", "H"],
  "positions_angstrom": [[-1.9727, -1.1275, -1.2297], [-0.0005, -4.4125, -2.9576], [-0.1604, -3.3754, -2.4357], [-1.4897, -2.7041, -2.2774], [0.9314, -2.4432, -1.8653], [2.2944, -2.8338, -1.8669], [3.3016, -1.9774, -1.4766], [2.9420, -0.7430, -0.8913], [3.8155, 0.2612, -0.4045], [3.3568, 1.4573, 0.0513], [1.9778, 1.7840, 0.0054], [1.1102, 0.8567, -0.4700], [1.5346, -0.4454, -0.8999], [0.5676, -1.3299, -1.3762], [2.6579, -3.8396, -2.0852], [4.3084, -2.2737, -1.4956], [4.8281, 0.0099, -0.4045], [4.1513, 2.0283, 0.5055], [1.5343, 2.7388, 0.2029], [0.0627, 1.0936, -0.5969], [-2.0825, 0.9927, 3.0581], [-2.2566, 0.5490, 1.6798], [-2.2235, -0.6532, 1.2862], [-2.0351, -1.7606, 2.0618], [-2.4453, 1.5385, 0.5700], [-2.8906, 2.9557, 0.6706], [-2.1001, 0.9746, -0.5095], [-2.3546, 0.9547, -1.8415], [-1.1186, 0.5953, 3.4057], [-2.8617, 0.6013, 3.7439], [-2.1035, 2.1256, 3.0228], [-2.1882, -1.4784, 2.9731], [-2.1854, 3.6468, 1.1008], [-3.9192, 3.0181, 1.1230], [-2.9865, 3.2159, -0.3767]],
  "lumo_ev": -8.8,
  "homo_energy_ev": -15.4151,
  "total_charge": 2,
  "energy_ha": -1480.9720,
  "relative_energy_kcal_mol": 4.1
}